Density functional theory data (ωB97M-V with the def2-TZVPD basis set) for a cluster of 8 separate species, C16H39FN4O20S3 in total at a distorted geometry.

```
83
C16H39FN4O20S3 (ωB97M-V with the def2-TZVPD basis set)
C 2.67738 3.20029 -2.03860
O 2.30432 0.86243 -0.04201
O 5.62609 -3.12030 -4.16119
H 0.26159 -1.21765 -0.37439
H -6.83350 -1.83940 -0.10092
H 1.32244 -1.17442 8.13622
H 4.50172 -0.36921 -5.22887
N 4.74643 -2.41351 -4.59018
O -0.12168 -2.86303 1.73430
C 0.35598 3.65670 1.59670
C -6.07611 -2.02741 0.69860
H -0.21532 0.56560 7.09336
N -0.52144 -3.03923 2.85613
O -0.74478 0.57391 3.17984
H 1.92579 -0.68902 6.52982
H 2.11383 5.99132 2.12083
C 1.09468 -2.58415 -3.35207
H -3.00893 -2.00792 -4.16884
H -2.22313 -3.04053 4.02106
H 1.97070 -2.18621 -2.81258
H 2.46594 -0.25744 4.37625
H 1.34770 -3.01432 -4.33288
H 3.47182 3.18021 -1.30447
H -0.45491 -1.05071 -2.94442
H -3.97250 -1.58456 0.94498
H -0.46057 1.17919 -2.96019
H 2.13358 0.35186 2.76654
H -5.83639 -3.07331 0.91204
C 0.51942 5.07416 3.33662
O 1.54758 4.89254 -3.25887
C 1.10873 -1.17003 7.03865
O 2.81504 5.41135 -1.56850
C 1.73719 -0.18730 3.61036
O -4.36399 -2.18948 -0.93673
C 0.16967 -0.15819 -0.23654
H -0.05031 2.38114 -4.05446
H -1.03864 -1.01364 7.17892
H 0.53020 4.90624 4.42610
N 1.41784 0.43780 -0.76947
H 1.10179 -2.28733 6.79561
O 0.42559 1.74908 5.14034
H 0.62162 -3.41942 -2.79796
O -0.24101 4.06269 2.73526
O -0.07314 2.87124 0.80406
O 1.48254 0.46897 -2.00333
H -0.67611 0.16579 -0.82232
H -4.56541 -1.60050 -3.70492
H 2.94709 2.66763 -2.93322
C -0.20050 -0.50390 6.74795
O 0.55256 -0.52241 -4.68576
S -3.05357 -1.89151 -1.75635
O -2.73852 -0.48721 -1.60102
C -2.02559 -3.06011 2.96958
S 0.18057 0.57914 4.28355
H -1.78655 1.95281 -4.03464
H -2.31799 -3.99826 2.50522
F -0.17193 6.22291 3.14108
H 1.32640 -1.12638 3.24033
C 4.87235 -0.94687 -4.34542
H -4.79166 -0.37098 -0.03346
H 0.02717 0.26076 0.78919
H 1.83298 2.74267 -1.58635
C 0.04410 -1.55932 -3.73765
H 2.50639 4.67438 3.26218
H 5.92990 -0.75694 -4.18887
H -2.40290 -2.22798 2.42236
O 1.57758 4.15763 1.50375
C -4.71828 -1.46924 0.21040
H -6.38907 -1.47104 1.54888
C -0.76816 1.55897 -3.96789
C -3.70249 -2.18947 -3.40655
O 0.15448 -3.42064 3.78663
O -2.07880 -2.91187 -1.51704
O 0.16935 1.14412 -6.37129
O 3.75875 -2.82223 -5.22208
H -0.79037 -2.04265 -4.27748
C 1.82696 5.04461 2.54805
S -0.49736 0.49692 -5.29490
O -0.46640 -0.61380 5.27179
O -1.72638 -0.20792 -5.55791
H 4.25177 -0.67577 -3.44582
N 2.34464 4.59813 -2.33654
H -3.99586 -3.22849 -3.39860
```

Its charge is 0. The value obtained for the HOMO-LUMO gap is 10.7 eV. The total energy comes out at -3650.85050 a.u. The SMILES is O=C1OC[C@@H](F)O1.CCOS(C)(=O)=O.CCOS(C)(=O)=O.CCOS(C)(=O)=O.C[N+](=O)[O-].C[N+](=O)[O-].C[N+](=O)[O-].C[N+](=O)[O-].

***

Density functional theory data (ωB97M-V with the def2-TZVPD basis set) for a structure of composition C27H39MgN7O5 at a distorted geometry.

```
79
C27H39MgN7O5 (ωB97M-V with the def2-TZVPD basis set)
H -9.89428 -19.15559 -20.95581
C -11.67498 -20.43631 -20.62653
N -13.29222 -12.78531 -20.61486
O -11.68101 -15.86213 -17.99245
O -9.97942 -16.04923 -19.10350
H -8.70955 -16.87893 -25.18340
H -14.16342 -21.54057 -22.40358
C -15.07797 -17.25302 -17.49240
C -14.10428 -17.84311 -23.38964
H -12.26546 -16.80427 -22.82807
H -6.06804 -20.55232 -19.03229
C -10.29036 -18.65676 -15.66702
H -13.11518 -17.15453 -15.09420
H -15.06283 -18.95597 -18.74586
H -12.71785 -13.58683 -20.40507
C -13.94839 -16.84288 -21.35623
H -14.62642 -14.64907 -16.05640
C -6.46080 -19.55743 -19.16227
C -13.94809 -12.44433 -21.76073
C -14.98267 -14.77512 -17.08072
H -6.27689 -16.33633 -19.99104
N -11.27200 -17.73626 -15.96850
H -8.65828 -19.46675 -18.66565
H -14.56884 -14.00549 -17.73238
H -10.14989 -17.27852 -22.82374
C -13.51658 -11.84724 -19.63247
C -13.27457 -17.10346 -22.59362
C -10.74648 -19.39814 -14.58016
N -14.48229 -16.04640 -17.57814
C -15.19718 -17.38592 -21.49071
Mg -10.33383 -14.37602 -18.04534
H -11.25954 -17.05524 -16.72141
O -16.07606 -17.41899 -16.80154
H -16.08506 -17.25939 -20.89179
H -6.87175 -14.95919 -24.52842
C -9.31235 -16.64731 -23.07020
O -11.41958 -14.66871 -19.62536
H -14.60195 -9.92157 -19.76162
C -14.21437 -10.80608 -20.24066
H -13.24134 -12.00528 -18.60227
H -13.98278 -19.00747 -17.29796
C -11.26503 -15.90062 -19.22216
C -14.34232 -18.41221 -18.13740
C -7.61360 -15.40788 -23.88862
H -4.58798 -18.43363 -19.78282
C -5.65243 -18.48152 -19.60912
H -10.68634 -18.99462 -19.44972
H -8.45237 -17.09275 -19.05336
H -13.49672 -18.12596 -18.76133
C -7.83642 -15.06879 -22.58173
C -12.30810 -17.87045 -15.10986
N -7.68781 -17.71438 -19.26689
O -11.18896 -21.43257 -20.11176
H -13.20830 -22.48570 -21.36181
N -8.87284 -15.78928 -22.08451
H -14.98806 -10.58776 -22.30087
H -12.60129 -19.26818 -13.42432
H -13.16764 -19.55880 -21.70019
C -13.74381 -21.53883 -21.39604
H -16.06573 -14.72039 -17.16285
H -13.56612 -15.97021 -17.99598
H -10.18831 -20.16367 -14.06706
C -8.59154 -16.39179 -24.23014
C -10.88880 -19.14603 -20.51395
C -6.43257 -17.36466 -19.70730
H -9.39281 -18.79551 -16.24767
N -15.28605 -18.00151 -22.72912
N -12.85628 -20.40268 -21.24251
H -16.10174 -18.36984 -23.18500
H -14.53174 -21.48462 -20.64575
C -12.02840 -18.90671 -14.26422
H -14.05635 -18.11625 -24.43160
H -13.57304 -16.23913 -20.54669
H -7.36326 -14.34339 -21.93667
C -7.70270 -19.04214 -18.92773
H -13.88014 -13.07928 -22.62905
C -14.43040 -11.18016 -21.59322
H -9.29004 -15.61244 -21.18443
H -11.44751 -18.23595 -20.75479
```

Its charge is 0. The value obtained for the HOMO-LUMO gap is 3.2 eV. The total energy comes out at -2011.66594 a.u.

***

Which formula does entry 2 have?
C27H39MgN7O5